No. 1
{"formula": "C34H47BaN9P2", "method": "ωB97M-V/def2-TZVPD", "species": ["Ba", "C", "N", "C", "C", "N", "C", "P", "C", "N", "C", "C", "N", "C", "C", "N", "C", "C", "N", "C", "H", "H", "H", "H", "H", "H", "H", "H", "H", "H", "H", "H", "H", "H", "H", "N", "C", "C", "N", "C", "C", "N", "H", "H", "H", "H", "H", "H", "H", "H", "H", "H", "H", "H", "H", "C", "P", "C", "C", "H", "H", "H", "H", "H", "H", "H", "H", "H", "C", "C", "C", "C", "C", "C", "C", "C", "C", "C", "C", "C", "C", "C", "C", "H", "H", "H", "H", "H", "H", "H", "H", "H", "H"], "positions_angstrom": [[-0.4264, -0.2608, -0.4390], [-5.3889, 1.7462, -2.9752], [-4.4818, 0.7404, -2.4620], [-4.5817, -0.6091, -2.6877], [-3.5194, -1.1778, -2.0492], [-2.7778, -0.2047, -1.4398], [-3.3643, 0.9508, -1.7075], [-2.9706, 2.6277, -1.0336], [-1.2832, 2.7878, -1.7133], [-0.2509, 1.9691, -1.4800], [0.8798, 2.6576, -1.8220], [0.5578, 3.9102, -2.2509], [-0.8121, 3.9998, -2.1705], [-1.6209, 5.1199, -2.5753], [-2.6550, 2.1532, 0.6640], [-1.8205, 1.2103, 1.1366], [-1.7405, 1.4179, 2.4875], [-2.4989, 2.4866, 2.8621], [-3.0792, 2.9643, 1.7098], [-4.0029, 4.0556, 1.5947], [-6.1596, 1.2582, -3.5671], [-4.8625, 2.4591, -3.6074], [-5.8612, 2.2930, -2.1602], [-5.3772, -1.0325, -3.2770], [-3.2263, -2.2150, -1.9963], [1.8514, 2.1957, -1.7312], [1.1613, 4.7256, -2.6126], [-0.9889, 5.8701, -3.0448], [-2.1264, 5.5649, -1.7136], [-2.3833, 4.8041, -3.2882], [-1.1575, 0.7601, 3.1182], [-2.6679, 2.9497, 3.8198], [-4.2559, 4.4258, 2.5858], [-4.9140, 3.7298, 1.0872], [-3.5695, 4.8740, 1.0095], [1.3469, 1.3397, 1.2741], [2.4141, 0.7312, 2.0614], [2.0785, -0.7337, 2.3459], [1.7674, -1.4823, 1.1348], [2.9103, -1.9827, 0.3722], [3.3818, -1.0265, -0.7228], [2.2715, -0.7110, -1.6189], [1.6324, 2.2304, 0.8842], [0.5422, 1.5285, 1.8630], [2.5926, 1.2343, 3.0209], [3.3436, 0.7848, 1.4951], [1.1854, -0.7590, 2.9791], [2.9097, -1.1776, 2.9149], [1.1835, -2.2720, 1.3852], [2.5925, -2.9019, -0.1254], [3.7606, -2.2192, 1.0283], [4.2265, -1.5062, -1.2352], [3.7505, -0.0958, -0.2897], [1.8900, -1.5727, -2.0090], [2.5940, -0.1520, -2.4008], [-1.6924, -2.3900, 3.8216], [-1.8355, -2.0656, 2.0060], [-3.6034, -1.5662, 1.9442], [-2.0010, -3.7981, 1.4116], [-2.4666, -3.0822, 4.1581], [-1.7924, -1.4528, 4.3716], [-0.7129, -2.8169, 4.0448], [-4.2300, -2.2864, 2.4743], [-3.9130, -1.5086, 0.8993], [-3.7226, -0.5787, 2.3914], [-2.8081, -4.3220, 1.9277], [-1.0632, -4.3334, 1.5712], [-2.1900, -3.7829, 0.3371], [-0.2245, -2.4877, -1.5931], [-0.1438, -3.4815, -2.3278], [-0.0717, -4.6156, -3.1524], [-0.4955, -5.8914, -2.5985], [-1.0423, -6.9147, -3.3929], [-1.4737, -8.1039, -2.8354], [-1.3761, -8.3190, -1.4659], [-0.8620, -7.3104, -0.6604], [-0.4384, -6.1165, -1.2119], [0.4077, -4.4570, -4.5131], [1.0123, -5.5108, -5.2239], [1.4814, -5.3324, -6.5115], [1.3673, -4.0990, -7.1410], [0.8018, -3.0370, -6.4446], [0.3404, -3.2063, -5.1534], [-1.1602, -6.7525, -4.4561], [-1.9063, -8.8678, -3.4700], [-1.7045, -9.2557, -1.0347], [-0.7970, -7.4619, 0.4107], [-0.0486, -5.3265, -0.5823], [1.1427, -6.4677, -4.7364], [1.9563, -6.1577, -7.0280], [1.7205, -3.9662, -8.1553], [0.7246, -2.0664, -6.9198], [-0.0931, -2.3743, -4.6123]], "forces_ev_per_a": [[2.7, -2.6, 0.8], [-0.1, 0.1, 0.0], [0.0, 0.0, -0.1], [0.1, 0.2, 0.1], [0.1, -0.1, 0.0], [-1.4, 0.4, -0.5], [-0.7, 0.1, 0.1], [-0.4, -1.1, -1.4], [1.3, 0.6, 0.7], [-0.4, 2.7, -1.3], [-0.1, -0.3, 0.0], [-0.5, 0.1, -0.1], [0.2, -0.8, 0.1], [-0.4, 0.5, 0.0], [1.1, 0.0, 2.0], [-1.9, 1.9, 1.0], [0.0, -0.3, -0.2], [-0.3, 0.3, -0.5], [0.7, -1.2, -0.3], [-0.4, 0.7, -0.2], [0.0, 0.0, 0.0], [0.0, 0.0, -0.1], [0.0, 0.0, 0.0], [0.0, 0.0, 0.0], [0.1, 0.0, -0.1], [0.0, 0.0, -0.1], [0.0, 0.0, 0.0], [0.0, 0.0, 0.0], [0.1, 0.0, -0.1], [0.1, 0.0, 0.0], [-0.1, 0.1, 0.0], [-0.1, 0.0, 0.0], [0.0, 0.0, 0.0], [0.1, 0.0, 0.2], [-0.1, -0.1, 0.2], [0.1, 0.4, 0.2], [0.1, -0.3, 0.1], [0.0, 0.1, -0.2], [0.1, -0.2, 0.4], [0.0, 0.1, -0.2], [-0.1, -0.1, 0.0], [0.3, 0.3, -0.1], [0.0, 0.0, 0.1], [0.1, 0.1, 0.0], [0.0, 0.0, 0.0], [0.0, 0.1, 0.0], [0.0, 0.0, 0.1], [0.0, 0.0, 0.0], [0.0, 0.0, -0.1], [0.0, 0.0, 0.1], [0.0, 0.0, 0.0], [0.0, 0.0, 0.0], [0.1, 0.0, 0.0], [-0.4, -0.1, 0.0], [0.1, -0.1, -0.1], [0.0, 0.1, -0.2], [-0.2, -0.7, 0.4], [0.1, 0.1, 0.0], [0.1, 0.2, 0.0], [0.0, 0.0, 0.0], [0.0, 0.0, 0.1], [0.0, 0.0, 0.0], [0.0, 0.0, 0.0], [0.0, 0.0, 0.0], [-0.1, 0.0, 0.0], [0.0, 0.0, 0.0], [0.0, 0.0, -0.1], [0.1, -0.1, 0.0], [-0.2, -0.9, -0.1], [0.0, -0.3, -0.2], [0.0, -0.3, -0.3], [0.3, 0.7, -0.3], [-0.1, -0.3, 0.0], [0.1, 0.1, 0.0], [-0.1, -0.3, 0.1], [-0.1, 0.0, 0.0], [-0.1, -0.2, 0.2], [-0.3, -0.1, 0.8], [0.1, -0.1, -0.3], [-0.1, 0.0, 0.1], [0.1, 0.1, -0.3], [0.1, -0.1, 0.0], [0.1, 0.2, -0.2], [0.0, 0.0, 0.0], [0.0, 0.0, 0.0], [0.0, 0.0, 0.0], [0.0, 0.0, 0.1], [0.0, 0.0, 0.0], [0.0, 0.0, 0.0], [0.0, -0.1, 0.0], [0.0, 0.0, 0.0], [0.0, 0.1, 0.0], [0.0, 0.0, 0.0]], "max_force_ev_per_a": 3.9, "mol_weight_g_mol": 781.09, "charge": 0, "homo_ev": -3.13, "de_lowest_kcal_mol": 38.9, "homo_lumo_gap_ev": 2.3, "lumo_energy_ev": -0.837}

No. 2
{"formula": "C14H34N5O3", "method": "ωB97M-V/def2-TZVPD", "species": ["C", "C", "C", "C", "N", "C", "C", "N", "C", "C", "O", "N", "H", "H", "H", "H", "H", "H", "H", "H", "H", "H", "H", "H", "H", "H", "H", "H", "H", "H", "H", "H", "C", "C", "O", "N", "C", "H", "H", "H", "H", "H", "H", "H", "C", "C", "O", "N", "C", "H", "H", "H", "H", "H", "H", "H"], "positions_angstrom": [[5.3984, 0.0432, 0.6197], [4.0750, 0.7140, 0.2422], [4.3039, 2.0888, -0.4057], [3.2267, 3.1490, -0.1524], [2.0213, 3.0458, -0.9992], [1.0043, 2.1066, -0.5835], [-0.3758, 2.7245, -0.8094], [-1.3920, 1.7129, -0.3758], [-1.2600, 0.3728, -1.0604], [-0.0382, 0.3014, -1.9857], [0.1479, -1.0746, -2.2310], [1.1309, 0.8508, -1.3426], [5.9206, 0.6011, 1.4037], [5.2440, -0.9790, 0.9801], [6.0741, -0.0070, -0.2428], [3.4630, 0.8489, 1.1476], [3.5014, 0.0520, -0.4103], [5.2424, 2.5059, -0.0152], [4.4437, 1.9927, -1.4912], [3.6433, 4.1412, -0.3460], [2.9415, 3.1169, 0.9157], [1.6347, 3.9759, -1.0854], [1.0913, 1.8888, 0.4954], [-0.5560, 2.9950, -1.8525], [-0.5094, 3.6013, -0.1682], [-1.2715, 1.6458, 0.6721], [-2.3287, 2.0779, -0.5301], [-2.1688, 0.2069, -1.6420], [-1.1895, -0.4200, -0.3109], [-0.2740, 0.7906, -2.9457], [0.2592, -1.2347, -3.1722], [1.8551, 1.0044, -2.0346], [0.8144, 0.4069, 3.5529], [-0.4039, 0.6766, 2.7196], [-0.5806, 1.7761, 2.1557], [-1.3087, -0.2911, 2.5677], [-1.2394, -1.7125, 2.8808], [1.4263, 1.3035, 3.5703], [0.5377, 0.1342, 4.5715], [1.3880, -0.4190, 3.1314], [-2.1463, -0.0091, 2.0805], [-1.2816, -2.2057, 1.9182], [-2.0853, -2.0149, 3.4956], [-0.3191, -1.9637, 3.3986], [-4.9610, -2.9438, -0.1210], [-3.5291, -2.9206, -0.5973], [-2.6233, -2.4791, 0.1053], [-3.2588, -3.4167, -1.8235], [-4.1783, -4.0112, -2.7741], [-4.9913, -2.5187, 0.8774], [-5.6104, -2.3684, -0.7819], [-5.3461, -3.9631, -0.0857], [-2.2781, -3.3949, -2.0604], [-3.9193, -5.0512, -2.9732], [-4.1770, -3.4658, -3.7182], [-5.1872, -3.9878, -2.3742]], "forces_ev_per_a": [[0.0, -0.1, -0.1], [0.1, 0.1, 0.2], [0.0, 0.2, -0.1], [-0.1, -0.2, 0.2], [0.2, 0.1, 0.1], [-0.2, 0.1, 0.0], [0.0, 0.0, 0.3], [-0.1, 0.1, -0.2], [0.0, 0.0, 0.0], [-0.2, 0.1, 0.1], [-0.1, -0.1, 0.0], [0.0, -0.1, -0.1], [-0.1, 0.0, -0.1], [0.0, 0.1, 0.0], [-0.1, 0.0, 0.1], [0.1, -0.1, -0.1], [0.0, 0.1, 0.0], [-0.1, -0.1, 0.0], [0.0, 0.0, 0.2], [0.0, -0.1, 0.0], [0.1, 0.1, -0.2], [-0.1, 0.0, -0.1], [0.0, 0.0, -0.3], [0.1, -0.1, 0.1], [0.0, -0.1, -0.1], [0.2, -0.1, 0.2], [0.0, 0.0, -0.1], [0.1, -0.1, 0.1], [0.0, 0.2, -0.1], [0.0, 0.0, 0.1], [0.1, 0.1, 0.0], [0.1, -0.1, 0.0], [0.0, 0.1, 0.0], [0.0, 0.0, -0.1], [-0.1, -0.1, 0.1], [-0.3, 0.1, 0.2], [0.2, 0.2, -0.1], [0.0, 0.0, 0.0], [0.0, 0.0, 0.0], [0.0, 0.0, 0.0], [0.0, 0.0, 0.0], [0.0, -0.6, 0.1], [0.0, 0.0, 0.0], [0.0, 0.1, 0.0], [0.0, 0.0, 0.0], [0.0, -0.2, 0.0], [0.0, 0.3, 0.1], [0.0, 0.1, -0.1], [-0.1, 0.0, 0.0], [0.0, 0.0, 0.0], [0.0, 0.0, 0.0], [0.0, 0.0, 0.0], [0.0, 0.0, 0.0], [0.0, 0.0, 0.0], [0.0, 0.0, 0.0], [0.0, 0.0, 0.0]], "max_force_ev_per_a": 0.6, "mol_weight_g_mol": 320.46, "charge": 1, "homo_ev": -11.96, "homo_lumo_gap_ev": 9.5, "lumo_energy_ev": -2.468}